Here is a single C20H22N2O molecule from OMol25. Energies are from ωB97M-V/def2-TZVPD.

Geometry as XYZ:
```
45
Properties=species:S:1:pos:R:3:forces:R:3:nbo_charge:R:1
O -1.436 -2.209 1.577 0.01 0.15 -0.06 -0.58
N 2.588 -1.568 0.913 0.29 -0.19 0.18 -0.51
N -3.372 -1.096 0.043 0.01 0.07 0.14 -0.62
C 3.204 0.956 -1.694 0.07 -0.14 0.13 -0.21
C -2.491 1.782 -0.640 0.03 0.01 0.06 -0.15
C -3.972 -1.912 -2.193 0.01 -0.14 0.30 -0.61
C 0.839 0.589 -1.317 0.08 0.08 -0.13 -0.21
C -3.689 -2.281 -0.739 0.01 -0.06 -0.24 -0.21
C 3.566 0.028 -0.737 0.12 -0.04 -0.14 -0.03
C -1.514 2.640 1.798 -0.01 0.14 0.09 -0.19
C -1.021 -1.420 0.745 -0.09 -0.20 -0.06 0.58
C 1.866 1.229 -1.975 -0.19 0.09 -0.08 -0.22
C 1.338 -1.922 1.272 -0.54 0.03 -0.03 0.08
C 1.156 -0.359 -0.343 0.38 -0.09 0.09 0.00
C -2.507 3.128 -0.325 -0.05 -0.01 -0.13 -0.22
C -1.978 0.852 0.257 0.14 0.05 0.04 -0.02
C -1.501 1.292 1.483 -0.03 -0.11 -0.11 -0.23
C 5.003 -0.245 -0.390 -0.10 0.18 0.15 -0.42
C -2.012 3.561 0.894 0.04 0.07 0.12 -0.22
C -2.005 -0.617 -0.110 -0.53 -0.07 0.24 -0.18
C 0.406 -1.216 0.539 0.49 -0.33 0.35 -0.28
C 5.414 0.516 0.873 0.10 -0.13 -0.13 -0.60
C 2.522 -0.615 -0.073 -0.27 0.51 -0.53 0.11
H 3.976 1.482 -2.236 0.11 0.04 -0.05 0.21
H -4.592 -2.720 -0.308 0.10 -0.04 0.01 0.20
H -1.717 -0.731 -1.160 0.05 0.03 0.04 0.22
H -1.136 2.971 2.754 0.03 0.03 0.07 0.21
H -2.020 4.613 1.140 0.00 0.08 0.02 0.21
H -2.893 -3.042 -0.696 -0.12 0.01 0.05 0.17
H -1.119 0.580 2.200 0.07 -0.05 0.08 0.22
H -3.077 -1.551 -2.694 0.08 0.04 -0.11 0.19
H 5.640 0.069 -1.219 -0.02 -0.11 -0.02 0.22
H -0.182 0.837 -1.550 -0.08 0.03 -0.04 0.22
H 1.632 1.964 -2.730 -0.04 0.07 -0.06 0.21
H -2.883 1.442 -1.587 -0.06 -0.06 -0.12 0.20
H 6.450 0.304 1.125 0.09 0.02 0.09 0.21
H -4.728 -1.132 -2.229 -0.08 0.08 -0.04 0.21
H 5.156 -1.317 -0.240 0.07 -0.03 -0.09 0.20
H -3.515 -1.295 1.030 0.04 0.03 -0.14 0.38
H 5.307 1.586 0.714 -0.02 0.09 0.03 0.21
H 1.149 -2.658 2.030 -0.01 -0.11 0.11 0.23
H -4.336 -2.783 -2.733 0.00 -0.07 -0.14 0.21
H 3.438 -1.946 1.297 -0.12 0.02 -0.02 0.42
H -2.906 3.842 -1.031 -0.03 0.05 -0.06 0.21
H 4.787 0.237 1.717 -0.04 0.02 0.12 0.20
```
Positions in Å, forces in eV/Å.

Results
HOMO ... -8.20 eV
Structure (SMILES) ... CCN[C@H](C(=O)c1c[nH]c2c(CC)cccc12)c1ccccc1
Relative energy (zero: lowest compared OMol25 entry of this formula, charge and spin) ... 16.4 kcal/mol